This record from the OMol25 dataset describes a single C5H12N2O molecule. The level of theory is wB97M-V/def2-TZVPD.

```
20
Properties=species:S:1:pos:R:3:lowdin_charge:R:1
C 2.8875 2.2835 -0.5066 -0.13
N 2.0273 1.1528 -0.8482 -0.15
C 0.9825 0.8696 0.1212 -0.22
C 0.5932 -0.6505 0.1118 -0.16
N -0.7015 -0.9205 -0.4721 0.05
C -1.9155 -1.0138 0.1366 -0.55
C -1.9611 -1.2069 1.6314 0.00
O -2.9348 -0.9642 -0.5327 0.04
H 3.2122 2.8220 -1.3982 0.07
H 3.7756 1.9906 0.0502 0.07
H 2.3101 2.9443 0.1379 0.07
H 2.5783 0.3587 -1.1386 0.09
H 0.1378 1.4447 -0.2436 0.11
H 1.2073 1.1396 1.1599 0.11
H 0.6914 -1.1090 1.0877 0.11
H 1.3248 -1.0321 -0.5985 0.10
H -0.7843 -0.7721 -1.4672 0.15
H -2.9837 -1.4925 1.8279 0.08
H -1.7022 -0.3200 2.2037 0.08
H -1.3358 -2.0618 1.9155 0.08
```

Spin multiplicity = 1
LUMO = 0.900 eV
Frontier orbital gap = 9.8 eV
Structure (SMILES) = CNCCNC(C)=O

---

This record from the OMol25 dataset describes a molecular structure, C2Li2O4. The level of theory is wB97M-V/def2-TZVPD.

```
8
Properties=species:S:1:pos:R:3:mulliken_spin:R:1
O -1.1640 0.3664 -0.2176 0.00
Li -1.7152 -0.5590 -1.7637 0.01
O -0.3502 2.4414 -0.5674 0.00
O -1.2162 1.2426 -2.2533 0.00
C -0.8738 1.3868 -1.0199 0.00
C -1.2590 0.0765 1.7961 0.04
O -0.8074 -0.7353 2.4862 -0.34
Li 0.1967 -0.2106 4.2910 1.29
```

Spin multiplicity = 2
Total charge = -1
LUMO (spin up / spin down) = 1.971 / 1.964 eV
Frontier orbital gap (spin up / spin down) = 3.3 / 5.9 eV

---

This record from the OMol25 dataset describes a molecular structure, C22H49N2P3S2Yb. The level of theory is wB97M-V/def2-TZVPD.

```
79
Properties=species:S:1:pos:R:3:mulliken_spin:R:1
Yb 0.3675 0.0437 -0.4921 0.99
P 0.0065 -1.5184 1.9163 0.00
P 0.5134 1.9131 1.7475 0.00
P 0.1669 -2.5840 -1.5982 0.00
H 3.1268 1.9490 -0.5817 0.00
C 2.7855 1.5027 -1.5327 0.00
C 1.7469 1.9750 -2.2607 0.00
H 1.2134 2.9160 -2.0587 0.00
C 1.6674 -2.0845 2.4669 0.00
C -0.6741 -1.0836 3.5663 0.00
C -0.8145 -3.1523 1.7331 0.00
C 0.8646 3.5280 0.9514 0.00
C -0.8156 2.4809 2.8900 0.00
C 1.9195 1.8223 2.9216 0.00
C 0.4348 -1.9889 -3.3174 0.00
C -1.1469 -3.7860 -2.0181 0.00
C 1.5495 -3.7683 -1.3541 0.00
H 3.4019 0.6851 -1.9276 0.00
H 1.4680 1.4764 -3.1989 0.00
H 1.5369 -2.7697 3.3164 0.00
H 2.2780 -1.2237 2.7801 0.00
H 2.1837 -2.6073 1.6466 0.00
H -0.6869 -2.0119 4.1538 0.00
H -1.7020 -0.7065 3.4745 0.00
H -0.0579 -0.3358 4.0831 0.00
H -0.9477 -3.5704 2.7406 0.00
H -0.2209 -3.8491 1.1246 0.00
H -1.8020 -3.0213 1.2684 0.00
H 1.3353 4.2065 1.6772 0.00
H -0.0816 3.9619 0.6053 0.00
H 1.5264 3.3953 0.0834 0.00
H -0.3860 3.1249 3.6688 0.00
H -1.3113 1.6246 3.3619 0.00
H -1.5696 3.0493 2.3291 0.00
H 2.0337 2.8008 3.4120 0.00
H 2.8422 1.5811 2.3712 0.00
H 1.7614 1.0427 3.6832 0.00
H 0.8379 -2.8182 -3.9161 0.00
H 1.1326 -1.1375 -3.3641 0.00
H -0.5384 -1.6819 -3.7318 0.00
H -0.7055 -4.5124 -2.7181 0.00
H -1.9722 -3.2461 -2.5019 0.00
H -1.5043 -4.2916 -1.1134 0.00
H 1.6305 -4.4155 -2.2435 0.00
H 1.3356 -4.3874 -0.4660 0.00
H 2.4983 -3.2210 -1.2257 0.00
C 5.3455 -1.7880 -3.9548 0.00
C 6.3947 -2.6712 -3.6378 0.00
C 7.6387 -2.5202 -4.2481 0.00
C 7.8363 -1.5264 -5.2167 0.00
C 6.7672 -0.7007 -5.6024 0.00
C 5.5234 -0.8436 -4.9780 0.00
S 3.7407 -1.9180 -3.2326 0.00
H 3.8119 -1.0575 -2.1418 0.00
H 6.1856 -3.4680 -2.9222 0.00
H 8.4566 -3.2025 -3.9979 0.00
H 8.8067 -1.4350 -5.7070 0.00
H 6.8842 0.0357 -6.3904 0.00
H 4.6726 -0.2377 -5.2755 0.00
C -6.5237 0.3037 1.3028 0.00
C -5.4770 0.8084 2.2598 0.00
N -4.0472 0.6395 1.8375 0.00
C -3.6073 0.9555 0.5847 0.00
S -2.3969 -0.0002 -0.1842 0.00
N -4.1570 1.9927 -0.0870 0.00
C -4.8284 3.1913 0.5294 0.00
C -4.1403 3.7413 1.7472 0.00
H -6.5538 0.8998 0.3890 0.00
H -7.4968 0.3842 1.7969 0.00
H -6.3596 -0.7458 1.0386 0.00
H -5.6102 1.8644 2.4814 0.00
H -5.5648 0.2957 3.2217 0.00
H -3.5714 -0.1734 2.2297 0.00
H -3.7116 2.1446 -0.9914 0.00
H -4.8192 3.9525 -0.2617 0.00
H -5.8755 2.9374 0.7149 0.00
H -3.2201 4.2524 1.4582 0.00
H -4.7806 4.4909 2.2155 0.00
H -3.9038 2.9744 2.4878 0.00
```

Spin multiplicity = 2
Total charge = +3
LUMO (spin up / spin down) = -9.664 / -11.010 eV
Frontier orbital gap (spin up / spin down) = 5.5 / 4.1 eV

---

This record from the OMol25 dataset describes 2 unconnected molecules or ions with the total composition C5H12N2O2. The level of theory is wB97M-V/def2-TZVPD.

```
21
Properties=species:S:1:pos:R:3:lowdin_charge:R:1
C 2.4549 -0.6133 0.9370 -0.01
C 1.1938 -0.0382 0.2533 -0.68
N 0.9332 1.3535 0.5514 0.10
O 1.2744 -0.2524 -1.0986 -0.07
C 0.0186 -0.9126 0.8759 -0.21
O -0.5803 -0.6454 1.8828 0.04
H 2.5286 -1.6832 0.7450 0.08
H 2.4245 -0.4354 2.0125 0.09
H 3.3214 -0.1187 0.4947 0.09
H 1.7468 1.9251 0.3656 0.09
H 0.6354 1.4700 1.5126 0.08
H 0.3177 0.0068 -1.5516 0.09
H -0.0730 -1.8931 0.3657 0.14
C -1.3682 0.3476 -1.9263 -0.06
C -1.9086 0.6328 -0.7111 -0.28
N -2.8269 -0.1392 -0.0589 0.08
H -1.0051 1.1629 -2.5335 0.07
H -1.6838 -0.5391 -2.4564 0.07
H -1.5984 1.5257 -0.1817 0.11
H -2.9633 -1.0713 -0.4237 0.10
H -2.8418 -0.0825 0.9453 0.08
```

Spin multiplicity = 1
LUMO = 0.944 eV
Frontier orbital gap = 9.5 eV
Structure (SMILES) = C[C@@](N)(O)C=O.C=CN

---

This record from the OMol25 dataset describes 7 unconnected molecules or ions with the total composition C36H65F5N9O8. The level of theory is wB97M-V/def2-TZVPD.

```
123
Properties=species:S:1:pos:R:3:lowdin_charge:R:1
C 5.7405 0.3255 1.7765 -0.09
C 4.7694 0.1277 0.5164 -0.21
N 4.6945 1.3069 -0.4093 -0.11
C 3.4248 2.0688 -0.2516 -0.19
C 3.2688 2.7649 1.2055 -0.08
C 1.8021 2.3331 1.7360 -0.02
C 0.6091 2.7810 0.8163 0.11
C -0.8146 2.3551 1.2480 -0.03
C -2.0295 2.7818 0.2782 -0.10
C -1.7155 2.0506 -1.1417 -0.05
C -1.6264 0.4552 -0.9629 -0.38
F -2.0284 -0.2218 -2.1357 0.07
F -2.5738 0.0732 0.0532 0.04
F -0.3116 -0.0085 -0.6658 0.06
C -0.9567 1.5294 2.5402 -0.10
O -2.2776 1.1041 2.9236 0.01
C -2.9737 2.2376 3.3987 -0.21
N -3.4456 3.2926 3.7132 0.20
N 0.1840 1.1693 3.3689 0.07
C -0.0698 0.3881 4.6445 -0.08
C -0.6248 -1.1033 4.3523 -0.11
C -0.1000 -1.7347 2.9813 -0.15
F 1.3544 -1.7760 2.9337 -0.10
C 1.5416 1.5287 3.0239 -0.03
F 2.6535 1.1676 3.8256 0.07
C 4.7801 0.7614 -1.8042 -0.38
C 3.5825 -0.0754 -2.4908 -0.02
O 5.7914 0.9617 -2.5369 0.05
H 5.2028 0.8132 2.6793 0.06
H 6.0862 -0.7065 2.1533 0.06
H 6.6555 0.9686 1.5094 0.08
H 3.7281 -0.2098 0.8766 0.13
H 5.2009 -0.7451 -0.0975 0.14
H 3.3386 2.8122 -1.1132 0.14
H 2.5572 1.3067 -0.3757 0.11
H 4.1019 2.4994 1.9332 0.11
H 3.2264 3.9049 1.0554 0.13
H 0.8174 3.3843 -0.1287 0.14
H -3.0263 2.4660 0.7276 0.12
H -1.9561 3.9176 0.1489 0.09
H -2.5729 2.2992 -1.8657 0.15
H -0.7534 2.4483 -1.6287 0.13
H 0.8619 0.3720 5.3037 0.14
H -0.9321 0.9465 5.1628 0.14
H -0.3529 -1.8283 5.1957 0.14
H -1.7779 -1.0538 4.3157 0.12
H -0.4622 -2.8163 2.9335 0.10
H -0.5537 -1.1794 2.0848 0.11
H 3.8252 -0.3760 -3.5724 0.10
H 3.2991 -0.9759 -1.8407 0.09
H 2.6547 0.6084 -2.5085 0.07
C -2.7332 -4.8462 2.1036 -0.32
O -1.8843 -4.3703 2.8407 -0.01
N -3.4194 -4.1613 1.1486 -0.19
C -4.4165 -4.7988 0.3092 -0.05
C -3.1460 -2.7508 0.9635 -0.05
H -3.0169 -5.9088 2.1604 0.14
H -4.1152 -4.7035 -0.7361 0.08
H -5.3778 -4.3016 0.4593 0.10
H -4.5188 -5.8562 0.5564 0.09
H -2.0908 -2.6208 0.7081 0.08
H -3.3480 -2.2205 1.8987 0.09
H -3.7687 -2.3411 0.1679 0.08
C -0.9435 5.9909 -0.6709 -0.32
O -1.4216 5.0261 -1.2536 -0.03
N -0.8520 7.2466 -1.1775 -0.19
C -0.2712 8.3404 -0.4235 -0.05
C -1.3515 7.5029 -2.5160 -0.03
H -0.5356 5.9064 0.3504 0.14
H -1.0210 9.1252 -0.3002 0.10
H 0.5855 8.7366 -0.9740 0.10
H 0.0604 8.0050 0.5605 0.09
H -2.4146 7.2538 -2.5554 0.10
H -0.8168 6.8671 -3.2257 0.10
H -1.2102 8.5502 -2.7833 0.09
C -6.9516 -4.8333 -3.2500 -0.33
O -6.5404 -5.4656 -2.2924 0.00
N -6.3186 -3.7720 -3.8247 -0.19
C -6.8747 -3.0707 -4.9653 -0.07
C -5.0510 -3.3314 -3.2793 -0.05
H -7.9051 -5.0841 -3.7415 0.14
H -6.1715 -3.1336 -5.7986 0.09
H -7.0312 -2.0219 -4.6958 0.09
H -7.8240 -3.5070 -5.2670 0.05
H -4.3336 -4.1550 -3.3285 0.09
H -5.1898 -3.0503 -2.2316 0.07
H -4.6685 -2.4781 -3.8405 0.09
C 5.8073 -2.8541 3.7966 -0.31
O 5.3066 -2.2400 2.8706 -0.02
N 5.4822 -2.6974 5.1102 -0.20
C 6.1227 -3.4656 6.1585 -0.06
C 4.4630 -1.7314 5.4701 -0.04
H 6.5907 -3.6109 3.6324 0.14
H 5.3631 -4.0421 6.6927 0.09
H 6.6159 -2.7799 6.8522 0.09
H 6.8647 -4.1497 5.7444 0.09
H 3.5266 -1.9956 4.9710 0.08
H 4.7733 -0.7398 5.1299 0.09
H 4.3123 -1.7182 6.5502 0.09
C 9.5217 1.9423 3.5802 -0.34
O 9.0554 0.9852 2.9917 0.01
N 9.6330 3.2023 3.0703 -0.21
C 10.2014 4.2940 3.8342 -0.06
C 9.1677 3.4571 1.7206 -0.04
H 9.9043 1.8577 4.6105 0.13
H 9.4532 5.0842 3.9378 0.09
H 11.0737 4.6842 3.3036 0.09
H 10.5073 3.9593 4.8266 0.08
H 8.1040 3.2137 1.6561 0.08
H 9.7155 2.8162 1.0255 0.10
H 9.3213 4.5033 1.4535 0.09
C -8.9183 -5.0382 -7.7709 -0.31
O -8.0714 -4.5601 -7.0355 -0.01
N -9.6057 -4.3548 -8.7278 -0.20
C -10.6002 -4.9946 -9.5652 -0.06
C -9.3338 -2.9428 -8.9145 -0.04
H -9.2008 -6.1016 -7.7126 0.14
H -10.2987 -4.9007 -10.6115 0.09
H -11.5631 -4.4993 -9.4166 0.09
H -10.7001 -6.0520 -9.3157 0.09
H -8.2792 -2.8116 -9.1693 0.09
H -9.5368 -2.4123 -7.9808 0.09
H -9.9570 -2.5348 -9.7109 0.09
```

Spin multiplicity = 1
Total charge = +1
LUMO = -4.434 eV
Frontier orbital gap = 5.9 eV

---

Max |F| (computed, eV/A): 1.6; 2.7; 2.3; 3.1; 5.4